(1)
DFT (ωB97M-V/def2-TZVPD) results for an isolated molecule of C21H25N5O5 at a distorted geometry.

For the energy above the lowest of the compared OMol25 structures with the same formula, charge and spin, the calculation gives 15.17 kcal per mole. For the LUMO energy, the calculation gives -0.701 eV. The SMILES is CN(CC(=O)Nc1ccc(N2CCOCC2)cc1)CC(=O)Nc1ccccc1[N+](=O)[O-]. For the HOMO energy, the calculation gives -7.306 eV.

Each line ends with the Löwdin charge.
Geometry (Å):
C1 -3.129 -4.597 1.118  -0.09
N1 -2.991 -3.239 0.626  -0.23
C2 -3.087 -3.148 -0.828  -0.09
C3 -2.196 -2.019 -1.354  -0.47
O1 -2.544 -1.251 -2.222  0.08
N2 -0.986 -2.032 -0.741  0.13
C4 0.035 -1.077 -0.789  -0.24
C5 1.101 -1.212 0.095  -0.04
C6 2.090 -0.253 0.166  -0.03
C7 2.047 0.886 -0.644  -0.24
N3 2.932 1.945 -0.497  -0.10
C8 3.541 2.553 -1.663  -0.13
C9 4.890 1.880 -1.961  -0.19
O2 5.759 1.953 -0.853  -0.13
C10 5.187 1.343 0.285  -0.18
C11 3.844 1.999 0.627  -0.14
C12 0.998 0.980 -1.567  -0.02
C13 0.013 0.020 -1.646  -0.01
C14 -3.955 -2.359 1.275  -0.10
C15 -3.790 -0.909 0.832  -0.44
O3 -4.673 -0.290 0.292  0.10
N4 -2.558 -0.412 1.165  0.16
C16 -2.003 0.804 0.829  -0.13
C17 -2.614 1.648 -0.106  0.01
C18 -2.050 2.855 -0.454  -0.05
C19 -0.855 3.275 0.122  -0.07
C20 -0.230 2.465 1.037  0.00
C21 -0.784 1.233 1.404  -0.09
N5 -0.044 0.464 2.342  -0.33
O4 0.972 0.939 2.807  0.08
O5 -0.447 -0.653 2.655  0.05
H1 -4.117 -5.030 0.909  0.09
H2 -2.367 -5.225 0.658  0.09
H3 -2.971 -4.599 2.196  0.09
H4 -4.113 -2.975 -1.179  0.14
H5 -2.729 -4.080 -1.274  0.13
H6 -0.890 -2.721 -0.004  0.14
H7 1.147 -2.072 0.749  0.12
H8 2.890 -0.399 0.874  0.11
H9 2.891 2.461 -2.531  0.11
H10 3.707 3.615 -1.450  0.13
H11 5.403 2.383 -2.782  0.13
H12 4.713 0.827 -2.231  0.13
H13 5.907 1.476 1.095  0.13
H14 5.045 0.268 0.095  0.12
H15 3.387 1.546 1.506  0.11
H16 4.025 3.059 0.841  0.13
H17 0.928 1.841 -2.214  0.11
H18 -0.795 0.128 -2.349  0.11
H19 -3.798 -2.417 2.356  0.13
H20 -4.994 -2.653 1.053  0.14
H21 -1.953 -1.003 1.737  0.11
H22 -3.534 1.324 -0.562  0.11
H23 -2.544 3.475 -1.186  0.11
H24 -0.417 4.221 -0.153  0.11
H25 0.704 2.755 1.491  0.12

***

(2)
DFT (ωB97M-V/def2-TZVPD) results for an isolated molecule of C21H25N7OS at a distorted geometry.

For the energy above the lowest of the compared OMol25 structures with the same formula, charge and spin, the calculation gives 4.13 kcal per mole. For the LUMO energy, the calculation gives 0.498 eV. The SMILES is Cc1ccccc1-n1nnnc1SCC(=O)Nc1ccc(N2CCN(C)CC2)cc1. For the HOMO energy, the calculation gives -7.423 eV.

Each line ends with the Löwdin charge.
Geometry (Å):
C1 -6.822 0.321 -3.108  -0.05
C2 -5.600 1.067 -3.539  -0.20
C3 -5.113 0.940 -4.834  -0.04
C4 -3.984 1.620 -5.254  -0.07
C5 -3.311 2.454 -4.378  -0.07
C6 -3.773 2.602 -3.084  -0.04
C7 -4.904 1.911 -2.668  -0.17
N1 -5.349 2.077 -1.345  -0.05
N2 -6.638 2.211 -0.993  0.05
N3 -6.689 2.353 0.260  -0.03
N4 -5.486 2.319 0.810  0.02
C8 -4.637 2.152 -0.183  -0.61
S1 -2.924 1.997 -0.038  1.01
C9 -2.809 2.090 1.783  -0.34
C10 -1.410 1.731 2.282  -0.54
O1 -0.856 2.415 3.111  0.08
N5 -0.924 0.596 1.730  0.10
C11 0.316 -0.026 1.950  -0.23
C12 1.217 0.394 2.923  0.00
C13 2.416 -0.265 3.088  -0.01
C14 2.780 -1.359 2.291  -0.23
N6 3.968 -2.030 2.532  -0.10
C15 5.181 -1.287 2.806  -0.14
C16 5.916 -0.959 1.502  -0.18
N7 6.242 -2.185 0.797  -0.23
C17 7.031 -1.935 -0.388  -0.10
C18 5.029 -2.926 0.497  -0.19
C19 4.303 -3.236 1.809  -0.15
C20 1.855 -1.773 1.325  -0.03
C21 0.650 -1.121 1.163  -0.03
H1 -7.648 1.012 -2.950  0.08
H2 -6.651 -0.198 -2.166  0.08
H3 -7.108 -0.407 -3.862  0.08
H4 -5.633 0.292 -5.523  0.11
H5 -3.630 1.499 -6.267  0.11
H6 -2.433 2.992 -4.698  0.11
H7 -3.264 3.261 -2.398  0.09
H8 -3.053 3.105 2.092  0.09
H9 -3.552 1.404 2.192  0.09
H10 -1.491 0.146 1.022  0.10
H11 0.972 1.233 3.551  0.10
H12 3.073 0.072 3.873  0.11
H13 4.960 -0.364 3.338  0.11
H14 5.826 -1.911 3.432  0.13
H15 6.845 -0.432 1.728  0.12
H16 5.278 -0.294 0.888  0.13
H17 7.950 -1.426 -0.102  0.08
H18 7.289 -2.887 -0.850  0.08
H19 6.503 -1.315 -1.130  0.09
H20 5.306 -3.857 -0.003  0.12
H21 4.362 -2.352 -0.173  0.12
H22 3.410 -3.835 1.635  0.11
H23 4.982 -3.814 2.446  0.13
H24 2.068 -2.606 0.675  0.10
H25 -0.039 -1.465 0.402  0.11

***

(3)
DFT (ωB97M-V/def2-TZVPD) results for an isolated molecule of C21H25NO2.

For the energy above the lowest of the compared OMol25 structures with the same formula, charge and spin, the calculation gives 71.97 kcal per mole. For the LUMO energy, the calculation gives 0.655 eV. The SMILES is CC(C)N(CC#CC(O)(c1ccccc1)c1ccccc1)CCO. For the HOMO energy, the calculation gives -8.620 eV.

Each line ends with the Löwdin charge.
Geometry (Å):
C1 0.147 2.774 1.178  -0.06
C2 1.112 1.756 1.782  -0.42
C3 2.249 2.518 2.471  -0.05
N1 0.477 0.885 2.776  -0.14
C4 -0.913 0.530 2.529  -0.19
C5 -1.092 -0.178 1.269  0.02
C6 -1.058 -0.705 0.191  0.06
C7 -0.989 -1.419 -1.084  -0.43
O1 -1.085 -2.822 -0.871  0.01
C8 -2.054 -0.951 -2.069  -0.15
C9 -2.253 -1.701 -3.221  -0.02
C10 -3.195 -1.310 -4.154  -0.07
C11 -3.943 -0.164 -3.945  -0.09
C12 -3.746 0.587 -2.799  -0.08
C13 -2.805 0.196 -1.862  -0.03
C14 0.376 -1.097 -1.682  -0.15
C15 0.705 0.228 -1.938  -0.03
C16 1.941 0.546 -2.467  -0.08
C17 2.857 -0.455 -2.745  -0.09
C18 2.529 -1.775 -2.493  -0.08
C19 1.292 -2.098 -1.961  -0.01
C20 1.271 -0.295 3.084  -0.18
C21 1.289 -0.561 4.595  -0.25
O2 2.139 -1.628 4.937  -0.06
H1 0.705 3.443 0.528  0.08
H2 -0.321 3.368 1.960  0.09
H3 -0.621 2.290 0.581  0.06
H4 1.527 1.153 0.953  0.14
H5 2.767 3.145 1.750  0.08
H6 2.972 1.844 2.918  0.07
H7 1.838 3.147 3.257  0.08
H8 -1.245 -0.107 3.354  0.12
H9 -1.527 1.433 2.543  0.12
H10 -1.954 -3.008 -0.498  0.12
H11 -1.663 -2.593 -3.375  0.12
H12 -3.344 -1.900 -5.046  0.10
H13 -4.678 0.144 -4.674  0.10
H14 -4.329 1.481 -2.631  0.10
H15 -2.660 0.778 -0.963  0.10
H16 -0.010 1.009 -1.721  0.12
H17 2.192 1.579 -2.661  0.10
H18 3.824 -0.205 -3.158  0.10
H19 3.239 -2.560 -2.709  0.10
H20 1.031 -3.124 -1.756  0.11
H21 0.886 -1.184 2.556  0.12
H22 2.301 -0.151 2.755  0.12
H23 1.680 0.316 5.114  0.12
H24 0.269 -0.750 4.960  0.11
H25 1.867 -2.410 4.443  0.09

***

(4)
DFT (ωB97M-V/def2-TZVPD) results for an isolated molecule of C21H25NO5.

For the energy above the lowest of the compared OMol25 structures with the same formula, charge and spin, the calculation gives 19.49 kcal per mole. For the LUMO energy, the calculation gives 0.413 eV. The SMILES is CCc1cc(=O)oc2c3c(cc(OCC(=O)NC4CC4)c12)OC(C)(C)CC3. For the HOMO energy, the calculation gives -7.990 eV.

Each line ends with the Löwdin charge.
Geometry (Å):
C1 -1.778 -4.420 -1.314  -0.08
C2 -1.732 -3.921 0.132  -0.19
C3 -2.423 -2.596 0.256  -0.14
C4 -3.723 -2.587 0.643  0.06
C5 -4.502 -1.386 0.785  -0.45
O1 -5.669 -1.323 1.092  0.10
O2 -3.838 -0.210 0.552  0.13
C6 -2.542 -0.171 0.171  -0.12
C7 -2.028 1.116 -0.007  -0.07
C8 -0.701 1.247 -0.388  -0.19
C9 0.073 0.109 -0.629  0.08
C10 -0.437 -1.161 -0.463  -0.18
O3 0.286 -2.280 -0.738  -0.06
C11 1.658 -2.161 -1.000  -0.10
C12 2.427 -1.607 0.212  -0.48
O4 1.950 -1.566 1.322  0.10
N1 3.676 -1.193 -0.093  0.11
C13 4.574 -0.675 0.891  -0.28
C14 6.037 -0.976 0.789  -0.10
C15 5.532 0.413 0.516  -0.10
C16 -1.778 -1.338 -0.029  -0.01
O5 -0.083 2.431 -0.578  0.02
C17 -0.754 3.612 -0.118  -0.54
C18 -0.090 4.771 -0.862  -0.01
C19 -0.528 3.753 1.390  0.00
C20 -2.245 3.534 -0.466  -0.11
C21 -2.898 2.324 0.194  -0.11
H1 -2.810 -4.517 -1.645  0.08
H2 -1.266 -3.726 -1.973  0.07
H3 -1.296 -5.392 -1.389  0.07
H4 -2.248 -4.642 0.769  0.11
H5 -0.699 -3.841 0.463  0.11
H6 -4.243 -3.504 0.872  0.13
H7 1.093 0.280 -0.931  0.12
H8 1.995 -3.186 -1.188  0.15
H9 1.847 -1.556 -1.897  0.13
H10 4.024 -1.269 -1.036  0.15
H11 4.097 -0.657 1.861  0.15
H12 6.587 -1.158 1.698  0.10
H13 6.378 -1.564 -0.050  0.10
H14 5.733 1.189 1.236  0.10
H15 5.533 0.759 -0.507  0.10
H16 -0.501 5.717 -0.523  0.09
H17 0.980 4.761 -0.678  0.09
H18 -0.256 4.675 -1.932  0.09
H19 -1.090 4.600 1.777  0.09
H20 -0.840 2.851 1.910  0.09
H21 0.529 3.910 1.590  0.09
H22 -2.740 4.454 -0.157  0.13
H23 -2.335 3.444 -1.551  0.13
H24 -3.882 2.136 -0.240  0.13
H25 -3.053 2.500 1.261  0.13